Computed, not measured: a structure of composition C22H56F6HgN3O13S9 in a non-equilibrium geometry, with ωB97M-V/def2-TZVPD.

Geometry as XYZ:
```
110
Properties=species:S:1:pos:R:3:lowdin_charge:R:1
Hg -0.293 -3.205 -1.614 1.024
C -0.152 1.757 -3.631 -0.606
F -0.502 0.867 -4.568 0.132
F 1.155 1.846 -3.558 0.162
F -0.680 2.923 -4.127 0.100
S -1.037 1.495 -1.897 0.722
O -0.998 2.788 -1.231 -0.281
O -2.376 0.992 -2.192 -0.298
N 0.025 0.207 -1.231 -0.300
S 1.075 0.868 -0.350 0.539
O 1.974 -0.152 0.293 -0.320
O 1.759 2.033 -0.884 -0.279
C 0.167 1.628 1.234 -0.682
F 0.098 2.921 1.153 0.165
F -0.986 1.061 1.476 0.160
F 1.050 1.289 2.193 0.103
C -4.519 5.360 5.066 -0.269
S -5.765 5.066 3.799 0.837
O -7.048 4.569 4.437 -0.541
C -5.162 3.661 2.732 -0.232
H -5.133 5.977 5.721 0.050
H -3.630 5.861 4.683 0.054
H -4.013 4.508 5.521 0.055
H -5.226 2.796 3.392 0.047
H -4.111 3.681 2.445 0.043
H -5.686 3.830 1.791 0.045
C 5.159 -3.577 -1.687 -0.234
S 4.396 -2.851 -3.205 0.877
O 2.942 -2.403 -2.995 -0.579
C 5.435 -1.373 -3.149 -0.270
H 4.547 -4.446 -1.445 0.047
H 5.124 -2.746 -0.981 0.057
H 6.187 -3.892 -1.866 0.061
H 6.463 -1.429 -2.790 0.064
H 4.937 -0.505 -2.717 0.066
H 5.518 -0.938 -4.145 0.048
C -5.305 -1.812 2.318 -0.232
S -4.702 -2.108 0.627 0.878
O -3.233 -2.525 0.624 -0.562
C -5.709 -3.494 -0.039 -0.226
H -5.629 -2.686 2.883 0.059
H -6.106 -1.079 2.421 0.061
H -4.462 -1.423 2.890 0.057
H -5.342 -4.257 0.648 0.043
H -5.425 -4.056 -0.929 0.060
H -6.787 -3.339 -0.029 0.065
C 1.225 0.469 -9.833 -0.269
S -0.524 0.917 -10.243 0.839
O -0.730 0.978 -11.759 -0.578
C -1.446 -0.632 -9.606 -0.242
H 1.929 1.137 -10.330 0.048
H 1.526 -0.513 -10.199 0.046
H 1.422 0.463 -8.761 0.043
H -1.078 -1.535 -10.094 0.042
H -2.534 -0.618 -9.665 0.040
H -1.268 -0.814 -8.547 0.031
C 3.528 -5.080 2.948 -0.209
S 1.680 -4.761 2.824 0.868
O 1.416 -4.372 1.300 -0.637
C 0.913 -6.392 3.089 -0.258
H 4.076 -4.169 2.706 0.055
H 3.631 -5.974 2.334 0.046
H 3.868 -5.349 3.948 0.053
H 0.891 -6.683 4.139 0.055
H 1.351 -7.179 2.475 0.057
H -0.114 -6.249 2.752 0.048
C -0.455 -2.551 7.001 -0.241
S 1.186 -3.338 7.469 0.814
O 1.874 -2.372 8.451 -0.583
C 0.448 -4.657 8.498 -0.261
H -0.890 -2.197 7.936 0.055
H -1.050 -3.351 6.561 0.032
H -0.347 -1.830 6.191 0.044
H -0.148 -4.155 9.259 0.058
H 1.244 -5.342 8.790 0.053
H -0.271 -5.083 7.798 0.033
C 1.183 7.041 -1.766 -0.250
S 1.990 8.319 -0.719 0.902
O 0.973 9.454 -0.523 -0.554
C 1.748 7.535 0.954 -0.243
H 0.110 7.122 -1.942 0.064
H 1.313 6.042 -1.350 0.044
H 1.717 7.089 -2.715 0.038
H 2.055 8.161 1.793 0.054
H 2.300 6.606 1.096 0.045
H 0.688 7.341 1.116 0.054
C -3.937 -3.126 -5.088 -0.269
O -2.951 -3.347 -4.375 -0.069
N -4.234 -3.925 -6.207 -0.192
C -5.432 -3.765 -7.000 -0.065
C -3.317 -4.938 -6.620 -0.078
H -4.673 -2.369 -4.775 0.136
H -6.168 -4.551 -6.832 0.091
H -5.237 -3.577 -8.056 0.093
H -5.997 -2.907 -6.637 0.082
H -3.623 -5.980 -6.710 0.091
H -2.957 -4.729 -7.628 0.091
H -2.467 -5.035 -5.946 0.081
C 5.435 5.746 5.504 -0.321
O 4.522 6.431 4.991 -0.025
N 5.598 4.408 5.424 -0.201
C 6.767 3.845 6.145 -0.032
C 4.682 3.593 4.726 -0.076
H 6.296 6.180 6.037 0.126
H 6.308 3.406 7.031 0.090
H 7.544 4.565 6.406 0.085
H 7.193 3.034 5.555 0.085
H 5.012 3.318 3.724 0.092
H 4.561 2.612 5.185 0.085
H 3.652 3.946 4.683 0.094
```

Molecular weight ... 1173.88 g mol⁻¹
Gap between HOMO and LUMO ... 1.258 eV
Electronic energy ... -172781.7445 eV
Total charge ... +1